DFT (ωB97M-V/def2-TZVPD) results for one molecule with the formula C9H5N3O3.

```
20
Properties=species:S:1:pos:R:3:nbo_charge:R:1
C -0.25 0.55 -1.30 -0.150
C -0.99 0.96 -0.16 -0.216
C 0.76 -0.40 -1.11 -0.223
C -0.58 0.48 1.12 -0.131
C 0.91 -1.05 0.06 -0.157
C 0.27 -0.63 1.22 -0.153
C 0.46 -1.40 2.41 0.014
C 0.16 -1.18 3.79 0.099
C 1.38 -2.65 2.48 0.610
N 0.68 -2.23 4.52 -0.058
N 1.38 -3.00 3.84 -0.216
N -0.70 -0.23 4.49 0.514
O -1.63 0.30 3.87 -0.385
O 1.89 -3.35 1.67 -0.400
O -0.51 -0.07 5.67 -0.315
H -0.34 0.89 -2.36 0.228
H -1.68 1.68 -0.38 0.221
H 1.31 -0.75 -2.06 0.220
H -1.02 0.74 2.06 0.250
H 1.66 -1.86 -0.06 0.247
```

## Properties
SMILES: O=C1N=NC([N+](=O)[O-])=C1c1ccccc1
Relative energy (zero: lowest compared OMol25 entry of this formula, charge and spin) (kJ/mol): 397.23
Kohn-Sham gap (eV): 6.72

DFT (ωB97M-V/def2-TZVPD) results for a 23-piece molecular cluster, C9H62NO23 overall.

```
95
Properties=species:S:1:pos:R:3:mulliken_charge:R:1
C -1.56 -0.60 -2.59 -0.902
C -1.34 -0.13 -1.15 2.223
C -2.33 -0.92 -0.27 -0.534
C -2.03 -0.81 1.20 -0.204
C -0.57 -1.08 1.51 -0.828
C 0.42 -0.21 0.72 3.518
N 0.02 -0.29 -0.71 1.077
O 0.97 0.24 -1.62 -0.801
C 1.83 -0.80 0.81 -0.147
C 0.42 1.16 1.36 -0.902
C -1.80 1.33 -1.16 -2.266
H -1.03 -1.53 -2.77 0.019
H -1.25 0.17 -3.30 0.013
H -2.63 -0.71 -2.81 0.130
H -2.27 -2.00 -0.46 -0.809
H -3.38 -0.63 -0.41 0.832
H -2.64 -1.54 1.75 0.328
H -2.31 0.15 1.64 -0.140
H -0.30 -2.12 1.28 0.534
H -0.31 -0.91 2.56 -0.274
H 2.10 -1.09 1.83 0.210
H 2.53 -0.10 0.34 -0.065
H 1.94 -1.71 0.23 -0.820
H 0.62 1.18 2.43 -0.358
H -0.55 1.63 1.13 0.045
H 1.08 1.89 0.87 0.134
H -2.73 1.50 -1.73 0.533
H -1.09 2.05 -1.57 -0.188
H -2.10 1.67 -0.16 0.247
O -0.10 -2.54 -1.21 -0.206
H -0.15 -1.77 -0.62 -0.241
H -0.99 -2.91 -1.24 -0.086
O 1.33 -1.51 -4.37 -0.746
H 0.91 -0.70 -4.07 0.423
H 1.12 -2.16 -3.69 0.204
O 4.02 1.17 2.60 -0.714
H 3.32 1.32 3.26 0.394
H 3.56 0.98 1.78 0.351
O -2.87 -3.89 3.40 -0.627
H -3.66 -3.80 2.85 0.295
H -2.47 -3.02 3.39 0.394
O 0.43 2.37 -3.56 -0.766
H 1.01 2.96 -3.07 0.340
H 0.58 1.50 -3.15 0.098
O -1.98 2.59 -4.86 -0.716
H -2.05 3.54 -4.75 0.298
H -1.17 2.35 -4.35 0.423
O 5.05 -1.38 0.57 -0.764
H 5.40 -0.55 0.90 0.272
H 4.73 -1.17 -0.34 0.418
O -4.47 1.87 0.95 -0.692
H -3.80 1.65 0.28 0.499
H -5.31 1.83 0.47 0.259
O 1.36 -1.00 4.33 -0.750
H 0.44 -1.22 4.16 0.334
H 1.36 -0.05 4.52 0.407
O 2.86 -2.89 2.92 -0.816
H 2.25 -3.15 2.21 0.229
H 2.41 -2.17 3.40 0.364
O 0.94 -3.60 1.23 -0.758
H 1.90 -3.55 1.10 0.391
H 0.57 -3.54 0.33 0.357
O 0.21 4.47 0.01 -0.737
H -0.59 4.43 -0.54 0.400
H 0.83 3.83 -0.37 0.361
O 3.86 -0.76 -1.84 -0.861
H 3.52 -1.61 -2.19 0.465
H 3.07 -0.20 -1.76 0.262
O -4.25 1.08 -4.82 -0.686
H -4.29 0.71 -3.93 0.272
H -3.39 1.55 -4.85 0.477
O -2.85 -3.39 -1.10 -0.587
H -3.11 -4.30 -1.29 0.275
H -3.39 -3.13 -0.35 0.361
O 2.33 2.95 -1.19 -0.771
H 2.01 2.02 -1.25 0.451
H 3.10 2.90 -0.63 0.309
O 0.78 3.69 2.83 -0.682
H 0.61 4.19 2.01 0.268
H -0.08 3.63 3.26 0.293
O 2.13 1.77 4.51 -0.702
H 1.55 2.37 4.00 0.364
H 2.07 2.09 5.42 0.278
O -3.71 1.60 3.72 -0.640
H -3.25 2.43 3.55 0.300
H -4.01 1.31 2.85 0.309
O 2.25 -3.12 -2.51 -0.980
H 1.33 -2.99 -2.21 0.483
H 2.76 -3.20 -1.68 0.249
O 3.49 -3.66 -0.08 -0.606
H 3.93 -4.51 -0.05 0.259
H 4.16 -3.01 0.20 0.364
O -2.16 4.54 -1.63 -0.696
H -2.59 5.25 -1.14 0.283
H -2.57 3.73 -1.31 0.390
```

## Properties
Relative energy (zero: lowest compared OMol25 entry of this formula, charge and spin) (kJ/mol): 272.67
Kohn-Sham gap (eV): 5.86
Charge: -1

DFT (ωB97M-V/def2-TZVPD) results for a 2-piece molecular cluster, C9H6BrINO3 overall.

```
21
Properties=species:S:1:pos:R:3:nbo_charge:R:1
C -3.16 0.93 -0.71 -0.186
C -1.95 1.54 -0.45 -0.228
C -3.20 -0.48 -0.90 -0.251
C -0.79 0.80 -0.26 -0.156
C -2.01 -1.22 -0.78 -0.160
C -0.79 -0.59 -0.38 -0.157
C 0.41 -1.43 -0.05 0.657
C 3.52 -0.03 1.47 0.705
C 2.65 -0.71 0.48 0.267
N 1.39 -0.67 0.46 -0.516
O 4.71 -0.17 1.48 -0.511
O 0.49 -2.64 -0.18 -0.552
O 2.79 0.57 2.49 -0.664
Br 3.60 -1.74 -0.90 0.032
I 2.94 2.56 -0.57 -0.901
H -4.16 1.55 -0.74 0.202
H -2.07 2.65 -0.43 0.221
H -4.23 -0.82 -1.10 0.210
H 0.00 1.41 0.09 0.261
H -2.18 -2.31 -1.00 0.230
H 2.03 0.81 1.99 0.497
```

## Properties
Relative energy (zero: lowest compared OMol25 entry of this formula, charge and spin) (kJ/mol): 0.00
Kohn-Sham gap (eV): 6.04
Charge: -1

DFT (ωB97M-V/def2-TZVPD) results for one molecule with the formula C9H6Cl2INO2.

```
21
Properties=species:S:1:pos:R:3:nbo_charge:R:1
C -2.51 -0.48 1.18 -0.288
C -1.86 0.71 0.79 -0.131
C -1.78 -1.63 1.02 0.062
C -0.64 0.70 0.12 -0.108
C -0.25 -0.58 -0.40 0.090
C 1.73 1.39 0.52 -0.378
C 2.12 0.18 0.29 -0.328
C 0.31 1.88 0.24 -0.087
C 0.61 -0.93 -1.54 0.762
N -0.83 -1.70 0.12 -0.484
O 1.02 -2.23 -1.41 -0.654
O 1.04 -0.21 -2.54 -0.629
Cl 0.61 2.73 -1.33 -0.048
Cl -0.18 3.10 1.30 0.054
I 3.91 -0.66 0.30 0.238
H -3.50 -0.34 1.59 0.229
H -2.15 1.73 1.00 0.233
H -2.05 -2.55 1.37 0.195
H 2.16 2.07 1.27 0.220
H 0.81 -2.55 -0.57 0.522
H 1.44 -0.64 -3.32 0.530
```

## Properties
Relative energy (zero: lowest compared OMol25 entry of this formula, charge and spin) (kJ/mol): 349.06
Kohn-Sham gap (alpha / beta) (eV): 6.19 / 6.96

DFT (ωB97M-V/def2-TZVPD) results for C9H6Cl3N7OSiZr as an isolated structure.

```
28
Properties=species:S:1:pos:R:3:nbo_charge:R:1
Zr 0.15 0.37 -0.38 1.929
N 0.58 -2.17 3.09 -0.449
C 1.57 -2.85 2.40 -0.030
C 1.77 -2.18 1.24 -0.039
N 0.89 -1.11 1.20 -0.598
C 0.20 -1.14 2.33 0.349
C -0.80 -0.10 2.53 0.349
N -0.94 0.81 1.57 -0.606
C -1.93 1.68 2.00 -0.045
C -2.37 1.27 3.22 -0.032
N -1.64 0.14 3.54 -0.448
H 0.22 -2.42 3.99 0.456
H 2.05 -3.73 2.81 0.274
H 2.46 -2.39 0.44 0.262
H -2.24 2.53 1.42 0.261
H -3.12 1.67 3.88 0.275
H -1.73 -0.39 4.39 0.456
Cl 2.27 0.36 -1.53 -0.331
Si 2.15 2.54 -0.07 1.017
Cl -0.08 2.78 -0.93 -0.344
Cl 3.15 3.84 -1.20 -0.289
O -1.14 -1.00 -1.04 -0.542
N -1.09 -0.13 -2.09 -0.176
C -1.78 -0.36 -3.14 0.138
C -1.70 0.60 -4.21 0.183
N -1.62 1.39 -5.04 -0.103
C -2.61 -1.53 -3.23 0.173
N -3.28 -2.46 -3.27 -0.091
```

## Properties
Relative energy (zero: lowest compared OMol25 entry of this formula, charge and spin) (kJ/mol): 31.19
Kohn-Sham gap (eV): 8.00
Charge: +2

DFT (ωB97M-V/def2-TZVPD) results for one molecule with the formula C9H6ClI.

```
17
Properties=species:S:1:pos:R:3:nbo_charge:R:1
C 2.41 0.42 0.35 -0.073
C 3.55 0.03 0.38 -0.234
C -2.27 -0.98 -0.65 -0.219
C -2.46 0.05 0.21 -0.189
C -0.97 -1.42 -0.98 -0.190
C -1.36 0.82 0.57 -0.208
C 0.15 -0.83 -0.49 -0.209
C -0.11 0.36 0.25 -0.039
C 1.13 1.14 0.65 -0.247
Cl 1.07 2.52 -0.52 -0.053
I 5.34 -0.80 0.05 0.301
H -3.00 -1.66 -0.88 0.209
H -3.53 0.33 0.52 0.220
H -0.88 -2.30 -1.58 0.209
H -1.45 1.77 1.08 0.220
H 1.23 -1.11 -0.60 0.242
H 1.14 1.66 1.64 0.260
```

## Properties
SMILES: Cl[C@H](C#CI)c1ccccc1
Relative energy (zero: lowest compared OMol25 entry of this formula, charge and spin) (kJ/mol): 0.00
Kohn-Sham gap (eV): 9.54